# 1
The following is a quantum chemistry calculation of a 5-piece molecular cluster, C17H27BBrO11P overall at a distorted geometry, from the Open Molecules 2025 dataset.

Structure (XYZ):
```
58
Properties=species:S:1:pos:R:3:mulliken_charge:R:1
O -2.663 -3.445 -1.526 -0.793
C -1.440 -3.505 -0.932 0.249
O -0.945 -2.248 -0.349 -0.509
B -0.647 -4.944 -0.984 0.634
P 0.610 -5.219 0.449 -0.225
O -0.414 -5.253 1.900 -0.485
Br 2.051 -3.428 0.641 -0.399
H -1.484 -5.790 -0.844 -0.223
H -0.090 -5.165 -1.995 -0.228
H 0.075 -4.643 2.529 0.243
O 0.257 -3.334 -2.931 -0.572
C 0.978 -2.387 -3.201 0.208
O 2.312 -2.330 -2.915 -0.345
C 2.812 -1.041 -3.269 -0.337
C 1.839 -0.503 -4.285 -0.152
C 0.531 -1.110 -3.844 -0.229
H 2.854 -0.423 -2.366 0.235
H 3.821 -1.137 -3.681 0.279
H 1.822 0.589 -4.329 0.024
H 2.100 -0.877 -5.283 0.289
H 0.026 -0.491 -3.097 0.128
H -0.127 -1.306 -4.694 0.328
O 1.050 2.218 -2.901 -0.526
C 2.052 2.899 -3.040 0.489
O 3.243 2.429 -3.513 -0.307
C 4.219 3.467 -3.440 -0.485
C 3.432 4.751 -3.407 -0.492
C 2.174 4.349 -2.679 -0.432
H 4.816 3.322 -2.534 0.283
H 4.878 3.416 -4.311 0.292
H 3.970 5.574 -2.928 0.320
H 3.182 5.060 -4.429 0.268
H 2.284 4.439 -1.595 0.274
H 1.309 4.916 -3.029 0.274
O -4.131 2.462 3.115 -0.686
C -3.527 1.801 2.287 0.550
O -2.572 2.301 1.450 -0.363
C -2.159 1.278 0.545 -0.492
C -2.517 -0.020 1.222 0.111
C -3.753 0.346 2.005 -0.371
H -2.693 1.413 -0.402 0.234
H -1.084 1.359 0.361 0.308
H -2.672 -0.843 0.520 0.211
H -1.717 -0.310 1.913 -0.064
H -4.661 0.234 1.407 0.313
H -3.825 -0.229 2.931 0.161
O -1.044 -2.259 4.352 -0.569
C -1.072 -1.118 4.784 0.508
O -0.429 -0.061 4.207 -0.326
C -0.586 1.091 5.035 -0.439
C -1.811 0.818 5.868 -0.354
C -1.768 -0.680 6.037 -0.430
H 0.315 1.208 5.646 0.307
H -0.708 1.980 4.409 0.290
H -1.819 1.365 6.814 0.340
H -2.711 1.098 5.307 0.119
H -1.167 -0.975 6.901 0.284
H -2.772 -1.106 6.099 0.282
```

The calculation puts the total energy at -120595.767 eV. The value obtained for the highest occupied orbital energy is 0.515 eV. The spin multiplicity is 1. The total charge is -2. The gap between HOMO and LUMO is 0.1041 Ha.

=====

# 2
The following is a quantum chemistry calculation of a 3-piece molecular cluster, C17H27BNO3PS2 overall, from the Open Molecules 2025 dataset.

Structure (XYZ):
```
52
Properties=species:S:1:pos:R:3:mulliken_charge:R:1
C -1.551 0.471 -0.360 -0.515
C -0.399 1.144 -1.103 -0.545
O 0.870 0.514 -0.842 -0.563
B 1.380 -0.402 -1.710 0.649
O 2.359 0.021 -2.573 -0.531
C 0.861 -1.924 -1.834 -0.484
O -0.531 -1.877 -2.142 -0.031
C -0.899 -2.681 -3.255 -0.940
C 1.170 -2.869 -0.658 -0.306
S 1.223 -1.927 0.921 -0.247
N 0.288 -4.032 -0.660 -0.407
P -1.254 -3.907 0.052 0.274
S -1.455 -4.780 1.771 -0.391
H -1.118 -0.162 0.414 0.116
H -2.147 -0.143 -1.028 0.194
H -2.173 1.203 0.148 0.233
H -0.582 1.203 -2.174 0.307
H -0.291 2.161 -0.732 0.410
H 3.045 -0.627 -2.736 0.308
H 1.379 -2.360 -2.695 0.339
H -0.423 -2.310 -4.165 0.305
H -0.626 -3.721 -3.086 0.397
H -1.975 -2.582 -3.364 0.235
H 2.172 -3.257 -0.827 0.471
H 1.382 -2.962 1.754 0.151
H 0.729 -4.802 -0.167 0.399
H -1.545 -2.550 -0.011 0.064
H -2.089 -4.482 -0.910 0.062
C 5.576 2.074 0.458 -0.509
C 6.578 1.888 1.400 -0.388
C 6.573 0.758 2.207 -0.372
C 5.568 -0.189 2.066 -0.574
C 4.567 -0.005 1.122 0.131
C 4.569 1.129 0.320 -0.270
H 5.578 2.958 -0.166 0.374
H 7.363 2.626 1.508 0.357
H 7.352 0.617 2.945 0.355
H 5.565 -1.071 2.694 0.370
H 3.780 -0.740 1.008 0.179
H 3.780 1.278 -0.408 0.391
C -4.818 2.692 0.181 -0.352
C -5.195 1.693 1.068 -0.345
C -5.762 2.028 2.289 -0.388
C -5.958 3.361 2.621 -0.379
C -5.583 4.359 1.734 -0.360
C -5.011 4.025 0.514 -0.409
H -4.374 2.432 -0.771 0.428
H -5.044 0.653 0.808 0.379
H -6.050 1.249 2.983 0.362
H -6.402 3.621 3.573 0.356
H -5.737 5.399 1.993 0.356
H -4.716 4.804 -0.177 0.357
```

The calculation puts the total energy at -57336.754 eV. As for the SMILES: CCOB(O)[C@H](OC)[C@@H](S)N[PH2]=S.c1ccccc1.c1ccccc1. The value obtained for the highest occupied orbital energy is -8.794 eV. The spin multiplicity is 1. The gap between HOMO and LUMO is 0.3310 Ha.

=====

# 3
The following is a quantum chemistry calculation of C17H27Br27ClFN3O2S as an isolated structure at a distorted geometry, from the Open Molecules 2025 dataset.

Structure (XYZ):
```
79
Properties=species:S:1:pos:R:3:mulliken_charge:R:1
C -4.210 2.433 -1.368 -1.158
C -3.784 1.084 -2.066 0.710
F -4.863 0.169 -1.926 -0.315
C -2.391 0.491 -1.521 0.299
N -2.710 -0.431 -0.389 0.082
C -1.568 -1.244 -0.049 -0.374
N -1.259 -2.247 -0.902 0.069
N -0.918 -0.933 1.173 -0.100
C 0.438 -1.518 1.306 -0.718
C 1.605 -0.474 0.941 0.194
C 1.852 -0.338 -0.616 0.048
C 3.102 0.634 -0.900 -0.723
S 3.023 2.197 0.068 1.039
O 3.563 1.895 1.438 -0.500
O 1.615 2.705 0.183 -0.542
Cl 4.238 3.696 -0.717 -0.163
H -5.160 2.834 -1.844 0.363
H -3.424 3.235 -1.559 0.321
H -4.385 2.324 -0.253 0.300
H -3.661 1.274 -3.180 -0.273
H -1.919 -0.122 -2.342 -0.410
H -1.763 1.351 -1.149 0.299
H -2.998 0.065 0.461 0.327
H -0.696 -2.171 -1.746 0.178
H -1.691 -3.164 -0.708 0.055
H -1.512 -1.109 1.994 0.365
H 0.588 -1.728 2.417 0.327
H 0.600 -2.505 0.788 0.337
H 1.355 0.485 1.474 0.442
H 2.537 -0.920 1.419 -0.523
H 2.162 -1.331 -1.079 0.361
H 0.955 0.116 -1.135 -0.099
H 3.158 0.906 -1.993 0.491
H 4.083 0.125 -0.623 0.266
C 4.174 7.700 -0.930 -0.240
Br 4.728 9.166 0.209 0.002
Br 2.853 8.256 -2.232 0.012
Br 5.689 6.830 -1.769 -0.041
H 3.698 6.962 -0.289 0.291
C 5.509 -1.455 2.857 0.500
Br 5.165 -2.349 1.169 -0.062
Br 6.352 0.268 2.598 0.042
Br 3.907 -1.318 3.939 -0.013
H 6.214 -2.074 3.409 -0.478
C 1.594 11.249 1.485 -0.077
Br 0.738 11.424 -0.244 -0.004
Br 1.427 12.867 2.538 -0.015
Br 0.955 9.694 2.449 -0.004
H 2.653 11.096 1.301 0.080
C -0.640 1.979 -4.794 -0.387
Br -0.532 0.122 -4.258 0.055
Br -2.471 2.608 -4.800 -0.004
Br 0.507 3.109 -3.717 0.001
H -0.276 2.036 -5.816 0.384
C 9.349 -2.866 4.103 -0.334
Br 8.995 -3.755 2.418 -0.009
Br 10.187 -1.140 3.845 0.009
Br 7.750 -2.733 5.192 -0.026
H 10.055 -3.486 4.649 0.354
C -4.448 -4.394 -1.621 -0.306
Br -5.042 -3.127 -0.280 0.023
Br -3.047 -5.551 -0.941 -0.044
Br -5.921 -5.409 -2.358 -0.015
H -4.019 -3.817 -2.436 0.374
C -4.646 -6.975 3.109 -0.294
Br -6.319 -6.137 2.605 -0.021
Br -4.182 -8.429 1.916 -0.020
Br -3.212 -5.678 3.265 -0.009
H -4.791 -7.407 4.096 0.338
C -0.149 -2.471 -7.551 -0.357
Br 0.553 -3.145 -5.874 -0.037
Br -2.072 -2.678 -7.660 0.006
Br 0.398 -0.640 -7.882 -0.021
H 0.282 -3.078 -8.342 0.372
C -7.544 -4.600 6.093 -0.058
Br -7.391 -6.452 6.641 -0.009
Br -9.387 -4.005 6.079 -0.002
Br -6.420 -3.439 7.162 -0.007
H -7.182 -4.540 5.070 0.076
```

The calculation puts the total energy at -1943842.254 eV. The value obtained for the highest occupied orbital energy is -11.362 eV. The spin multiplicity is 1. The total charge is +1. The gap between HOMO and LUMO is 0.2510 Ha.

=====

# 4
The following is a quantum chemistry calculation of a 2-piece molecular cluster, C17H27Cl4N2O6 overall at a distorted geometry, from the Open Molecules 2025 dataset.

Structure (XYZ):
```
56
Properties=species:S:1:pos:R:3:mulliken_charge:R:1
C 3.478 -1.182 -0.030 -0.716
C 1.994 -1.421 0.666 0.243
C 1.017 -2.465 -0.076 0.516
C 1.359 -3.328 -1.422 -0.676
C -0.071 -3.536 -2.244 -0.213
O 0.172 -4.295 -3.515 -0.501
C -0.399 -2.521 0.721 -0.348
C -0.478 -1.572 1.996 0.305
C -1.950 -1.577 2.797 -0.490
O -3.063 -2.042 1.957 -0.289
C -4.103 -1.019 1.778 -0.305
O -4.524 -0.993 0.338 -0.357
C -3.464 -0.410 -0.502 0.335
C -3.465 1.233 -0.565 -0.057
O -2.738 1.891 0.538 -0.524
N 0.504 -0.687 2.611 -0.991
N 1.634 -0.707 1.880 0.874
C 2.724 0.216 2.476 -0.855
C 2.812 1.671 1.654 -0.400
C 4.396 2.086 1.389 -0.587
C 4.558 3.128 0.123 -0.418
O 3.776 4.366 0.335 -0.284
C 2.818 4.404 -0.798 0.229
O 1.502 4.678 -0.585 -0.467
H 3.677 -0.070 -0.349 0.044
H 4.267 -1.526 0.797 0.283
H 3.682 -1.854 -0.965 0.282
H 1.786 -4.372 -1.109 0.351
H 2.103 -2.783 -2.169 0.349
H -0.571 -2.505 -2.538 0.215
H -0.870 -4.126 -1.615 0.227
H 1.028 -4.796 -3.322 0.338
H -1.305 -3.190 0.409 0.226
H -1.807 -2.377 3.671 0.327
H -2.122 -0.551 3.332 0.331
H -5.068 -1.394 2.367 0.197
H -3.793 0.068 2.079 0.354
H -3.643 -0.778 -1.624 0.258
H -2.383 -0.766 -0.217 -0.248
H -4.585 1.573 -0.651 0.087
H -2.929 1.575 -1.566 0.113
H -1.759 2.012 0.318 0.297
H 2.437 0.547 3.588 0.383
H 3.763 -0.313 2.582 0.388
H 2.287 2.535 2.255 0.386
H 2.204 1.546 0.634 0.265
H 4.769 2.576 2.393 0.366
H 5.051 1.107 1.199 0.294
H 4.176 2.541 -0.836 0.242
H 5.691 3.392 -0.026 0.294
H 3.263 4.234 -1.880 0.335
C -5.568 2.355 -3.656 0.358
Cl -6.534 2.808 -5.082 -0.091
Cl -6.139 3.269 -2.237 -0.093
Cl -5.746 0.609 -3.348 -0.076
Cl -3.853 2.734 -3.955 -0.107
```

The calculation puts the total energy at -83402.124 eV. The value obtained for the highest occupied orbital energy is -12.055 eV. The spin multiplicity is 1. The total charge is +1. The gap between HOMO and LUMO is 0.2635 Ha.

=====

# 5
The following is a quantum chemistry calculation of a 3-piece molecular cluster, C17H27ClFNO5 overall at a distorted geometry, from the Open Molecules 2025 dataset.

Structure (XYZ):
```
52
Properties=species:S:1:pos:R:3:mulliken_charge:R:1
C 6.817 1.613 0.516 -0.787
C 5.618 0.922 -0.364 -0.447
C 4.349 1.963 -0.682 0.037
Cl 4.970 3.436 -1.650 -0.163
C 3.706 2.341 0.777 -0.535
C 4.337 3.776 1.360 -0.560
O 3.474 4.018 2.563 -0.357
C 2.175 3.278 2.498 0.440
O 1.276 3.046 3.478 -0.553
C 2.131 2.769 0.910 1.419
C 0.941 1.714 0.519 -1.220
C 1.421 0.160 0.317 0.545
C 1.988 -0.577 1.667 -0.966
F 0.181 -0.606 -0.081 -0.343
N 1.690 4.024 0.128 -0.768
C 0.592 4.598 0.735 0.766
O -0.444 5.015 1.508 -0.466
H 6.960 2.770 0.270 0.205
H 6.450 1.592 1.651 0.196
H 7.845 1.054 0.485 0.324
H 6.051 0.458 -1.366 0.372
H 5.222 0.004 0.265 0.234
H 3.640 1.371 -1.403 0.304
H 4.183 1.575 1.522 0.174
H 5.420 3.725 1.811 0.307
H 4.154 4.750 0.736 0.288
H 0.414 2.089 -0.485 0.345
H 0.081 1.779 1.344 0.316
H 2.184 -0.015 -0.560 0.083
H 2.425 -1.630 1.317 0.314
H 2.870 -0.027 2.204 0.205
H 1.175 -0.821 2.478 0.287
C -2.675 -1.215 0.857 -0.893
C -3.074 -2.619 1.224 0.745
O -2.532 -3.215 2.154 -0.603
C -4.162 -3.267 0.410 -0.927
H -1.880 -0.876 1.529 0.140
H -2.299 -1.192 -0.169 0.276
H -3.532 -0.545 0.963 0.403
H -3.853 -3.335 -0.636 0.283
H -5.086 -2.688 0.497 0.290
H -4.345 -4.278 0.788 0.304
C -7.445 -4.905 -2.913 -1.076
C -6.562 -3.685 -2.892 0.783
O -5.510 -3.670 -2.255 -0.513
C -7.017 -2.486 -3.680 -1.080
H -6.991 -5.692 -2.302 0.280
H -8.426 -4.661 -2.498 0.326
H -7.546 -5.272 -3.938 0.330
H -7.979 -2.134 -3.298 0.328
H -7.099 -2.746 -4.738 0.331
H -6.282 -1.681 -3.572 0.277
```

The calculation puts the total energy at -45026.252 eV. As for the SMILES: CC[C@H](Cl)[C@H]1COC(=O)[C@@]1(C[C@@H](C)F)N=C=O.CC(C)=O.CC(C)=O. The value obtained for the highest occupied orbital energy is -9.058 eV. The spin multiplicity is 1. The gap between HOMO and LUMO is 0.3077 Ha.

=====

# 6
The following is a quantum chemistry calculation of C17H27CuF6N4O7S2 as an isolated structure at a distorted geometry, from the Open Molecules 2025 dataset.

Structure (XYZ):
```
64
Properties=species:S:1:pos:R:3:mulliken_charge:R:1
Cu -0.143 -0.399 0.237 1.543
C 1.241 -2.394 3.479 0.589
F 1.339 -1.034 3.739 -0.218
F 2.250 -2.873 4.171 -0.217
F 0.107 -2.956 3.914 -0.216
S 1.463 -2.710 1.638 0.512
O 2.416 -1.807 1.033 -0.564
O 1.871 -4.099 1.762 -0.566
N -0.175 -2.428 1.111 -0.100
S -0.736 -3.815 0.782 0.834
O 0.059 -4.354 -0.380 -0.649
O -1.057 -4.749 1.885 -0.635
C -2.526 -3.319 0.038 0.534
F -2.446 -2.413 -0.897 -0.301
F -3.126 -4.321 -0.511 -0.207
F -3.198 -2.767 1.065 -0.227
C 3.039 0.083 -3.094 -0.721
C 2.343 -1.185 -3.416 -0.628
C 1.837 -1.679 -2.038 -0.724
O 1.369 -0.504 -1.485 0.826
C 2.160 0.586 -1.951 0.022
H 3.102 0.770 -3.939 0.313
H 4.026 -0.041 -2.649 0.368
H 2.963 -1.905 -3.949 0.446
H 1.441 -1.021 -4.006 0.128
H 2.555 -2.133 -1.355 0.320
H 1.042 -2.418 -2.138 0.281
H 2.880 0.726 -1.144 -0.193
H 1.570 1.501 -2.012 -0.049
C 1.075 1.821 3.289 -1.130
C 1.945 1.923 2.045 0.559
O 1.574 1.476 0.956 -0.500
N 3.236 2.346 2.263 -0.194
C 4.306 2.396 1.285 -0.821
H 0.547 2.746 3.522 0.394
H 1.619 1.755 4.231 0.442
H 0.208 1.159 3.276 0.068
H 3.394 2.831 3.135 0.249
H 4.930 3.263 1.499 0.366
H 3.874 2.600 0.305 0.223
H 4.874 1.466 1.236 0.245
C -1.046 3.027 -2.352 -1.191
C -1.326 1.527 -2.521 0.776
O -0.820 0.817 -1.682 -0.804
N -1.964 1.153 -3.588 -0.187
C -2.313 -0.272 -3.885 -0.694
H -0.858 3.532 -3.299 0.445
H -0.074 3.078 -1.860 0.150
H -1.775 3.551 -1.733 0.306
H -2.304 1.841 -4.245 0.260
H -1.507 -0.639 -4.521 0.318
H -3.212 -0.390 -4.491 0.348
H -2.331 -0.879 -2.980 0.096
N -2.140 0.546 1.309 0.155
C -2.810 1.623 0.795 -0.188
C -4.042 2.101 1.188 -0.670
C -4.682 1.396 2.286 -0.372
C -4.063 0.205 2.718 -0.847
C -2.823 -0.194 2.185 -0.148
H -2.404 2.334 0.090 0.222
H -4.492 2.974 0.738 0.472
H -5.568 1.824 2.730 0.395
H -4.503 -0.338 3.542 0.433
H -2.190 -0.942 2.641 0.321
```

The calculation puts the total energy at -120972.233 eV. The value obtained for the highest occupied orbital energy is -8.194 eV. The spin multiplicity is 1. The energy above the lowest of the compared OMol25 structures with the same formula, charge and spin comes out at 3.2493 eV. The gap between HOMO and LUMO is 0.3100 Ha.

=====

> highest occupied orbital energy of number 1 (C17H27BBrO11P)?

0.515 eV